Below is a 9-piece molecular cluster, C57H73N8O5PS overall at a distorted geometry, with properties calculated with ωB97M-V/def2-TZVPD.

**Calculated total energy**: -102572.7664 eV

Atoms and positions in Å:
1 C -2.727 -1.415 1.265
2 C -4.034 -1.303 0.479
3 C -3.908 -0.433 -0.760
4 C -3.013 -1.057 -1.830
5 C -3.742 -2.108 -2.683
6 C -2.909 -3.345 -3.037
7 C -3.118 -4.520 -2.070
8 C -2.029 -4.619 -1.006
9 C -0.723 -5.184 -1.563
10 C 0.190 -5.673 -0.475
11 O 0.991 -6.812 -0.886
12 C 1.905 -6.977 0.108
13 O 2.406 -8.050 0.457
14 O 2.186 -5.778 0.658
15 C 1.325 -4.771 0.055
16 C 0.891 -3.763 1.103
17 S -0.022 -4.399 2.485
18 O -1.333 -4.825 2.070
19 O 0.817 -5.288 3.246
20 P 2.342 -3.970 -1.346
21 C 3.989 -4.765 -1.196
22 C 4.078 -6.085 -1.969
23 C 2.668 -2.218 -0.863
24 C 2.199 -1.204 -1.918
25 H -2.113 -0.533 1.107
26 H -2.919 -1.559 2.319
27 H -2.140 -2.259 0.913
28 H -4.413 -2.295 0.240
29 H -4.755 -0.858 1.144
30 H -4.895 -0.298 -1.197
31 H -3.493 0.523 -0.454
32 H -2.664 -0.264 -2.487
33 H -2.124 -1.468 -1.358
34 H -4.664 -2.393 -2.184
35 H -4.034 -1.615 -3.607
36 H -1.861 -3.061 -2.982
37 H -3.135 -3.671 -4.046
38 H -4.080 -4.430 -1.576
39 H -3.101 -5.448 -2.633
40 H -1.837 -3.616 -0.634
41 H -2.369 -5.235 -0.181
42 H -0.946 -6.037 -2.198
43 H -0.211 -4.454 -2.178
44 H -0.374 -6.034 0.380
45 H 0.299 -2.991 0.617
46 H 1.773 -3.276 1.509
47 H -0.169 -3.278 3.231
48 H 4.685 -4.030 -1.586
49 H 4.242 -4.905 -0.150
50 H 4.213 -6.914 -1.283
51 H 4.912 -6.087 -2.659
52 H 3.158 -6.279 -2.507
53 H 2.254 -1.936 0.101
54 H 3.743 -2.116 -0.746
55 H 1.175 -0.894 -1.751
56 H 2.318 -1.593 -2.920
57 H 2.819 -0.321 -1.805
58 C 5.104 3.877 0.369
59 C 5.021 3.387 -0.924
60 C 4.140 2.347 -1.176
61 N 3.366 1.792 -0.247
62 C 3.459 2.274 0.993
63 C 4.311 3.310 1.354
64 H 5.781 4.688 0.608
65 H 5.624 3.799 -1.723
66 H 4.045 1.937 -2.177
67 H 2.822 1.805 1.735
68 H 4.349 3.658 2.378
69 C 3.332 7.791 4.734
70 C 4.330 7.118 5.423
71 C 4.636 5.822 5.039
72 N 4.023 5.181 4.046
73 C 3.070 5.842 3.391
74 C 2.689 7.140 3.694
75 H 3.063 8.804 5.003
76 H 4.860 7.586 6.241
77 H 5.410 5.263 5.554
78 H 2.587 5.298 2.586
79 H 1.905 7.625 3.128
80 C 0.940 2.757 8.031
81 C 0.417 1.694 7.313
82 C 0.615 1.660 5.940
83 N 1.289 2.595 5.272
84 C 1.788 3.610 5.976
85 C 1.640 3.737 7.349
86 H 0.805 2.818 9.103
87 H -0.135 0.905 7.802
88 H 0.214 0.845 5.347
89 H 2.329 4.351 5.406
90 H 2.069 4.584 7.868
91 C -5.173 -2.408 -8.710
92 C -6.091 -2.944 -7.820
93 C -5.619 -3.724 -6.776
94 N -4.330 -3.991 -6.580
95 C -3.460 -3.470 -7.442
96 C -3.827 -2.675 -8.517
97 H -5.501 -1.793 -9.538
98 H -7.151 -2.763 -7.931
99 H -6.305 -4.159 -6.057
100 H -2.416 -3.701 -7.258
101 H -3.075 -2.277 -9.184
102 C 6.517 8.365 -2.799
103 C 6.061 7.911 -4.026
104 C 6.236 6.572 -4.341
105 N 6.824 5.696 -3.530
106 C 7.259 6.148 -2.357
107 C 7.130 7.465 -1.943
108 H 6.397 9.403 -2.515
109 H 5.577 8.578 -4.726
110 H 5.889 6.178 -5.289
111 H 7.736 5.412 -1.718
112 H 7.500 7.773 -0.975
113 C 0.001 1.626 -6.642
114 C -0.967 0.842 -6.037
115 C -0.561 -0.118 -5.122
116 N 0.710 -0.333 -4.792
117 C 1.628 0.426 -5.384
118 C 1.330 1.415 -6.310
119 H -0.274 2.387 -7.361
120 H -2.017 0.968 -6.266
121 H -1.286 -0.747 -4.629
122 H 2.657 0.230 -5.099
123 H 2.120 2.003 -6.756
124 C -2.083 -2.038 7.395
125 C -2.314 -0.690 7.615
126 C -2.320 0.166 6.523
127 N -2.112 -0.234 5.271
128 C -1.897 -1.532 5.077
129 C -1.874 -2.472 6.096
130 H -2.073 -2.739 8.219
131 H -2.487 -0.307 8.611
132 H -2.504 1.227 6.654
133 H -1.743 -1.830 4.046
134 H -1.698 -3.517 5.874
135 C -8.079 2.612 2.868
136 C -7.611 2.516 1.567
137 C -6.457 1.783 1.334
138 N -5.770 1.167 2.292
139 C -6.229 1.269 3.537
140 C -7.374 1.975 3.876
141 H -8.977 3.173 3.092
142 H -8.128 2.997 0.749
143 H -6.059 1.681 0.330
144 H -5.647 0.760 4.297
145 H -7.702 2.022 4.906

Mulliken atomic charge list, values in e, 6 entries: -0.40, -0.47, -1.46, 0.44, -1.05, -0.20

Below is C3H2FO3Pb as an isolated structure at a distorted geometry, with properties calculated with ωB97M-V/def2-TZVPD.

**Calculated total energy**: -17212.5396 eV
**Total charge**: +3
**Energy above the lowest of the compared OMol25 structures with the same formula, charge and spin**: 13.35 kcal/mol

Atoms and positions in Å:
1 C -1.061 0.728 -0.034
2 C -1.170 -0.725 0.275
3 O 0.133 -1.134 0.310
4 C 0.953 -0.143 -0.052
5 O 0.217 1.013 -0.193
6 O 2.137 -0.196 -0.091
7 Pb 4.142 0.467 -0.365
8 F -1.886 1.343 -0.758
9 H -1.837 -1.333 -0.355
10 H -1.629 -0.021 1.263

Mulliken atomic charge list, values in e, 6 entries: 0.59, -0.11, -0.13, 0.84, -0.14, -0.45